1.
67
Properties=species:S:1:pos:R:3 method="wB97M-V/def2-TZVPD" spin_multiplicity=1 total_charge=+3 de_lowest_kcal_mol=0.0 orbital_gap_ha=0.1533
Hg 20.52690 -10.47629 15.80769
Hg 19.12415 -9.19001 12.73806
C 17.39802 -10.98912 14.46572
O 18.75765 -11.15291 14.23765
H 16.97870 -10.23678 13.79769
H 16.81442 -11.90939 14.44109
H 17.12350 -10.46836 15.38308
C 21.96154 -13.64494 11.80722
C 22.23059 -13.28042 10.35119
C 21.35933 -11.99270 9.97075
S 19.70410 -12.23444 10.79185
O 18.83989 -12.89134 9.83551
O 19.31006 -10.93971 11.35627
C 20.40261 -13.47851 12.00355
H 22.53065 -12.97464 12.45136
H 22.18708 -14.67790 12.07228
H 21.86339 -14.13241 9.77901
H 23.26275 -13.18777 10.01329
H 21.38493 -11.80613 8.89715
H 21.85433 -11.17763 10.49870
H 19.90197 -14.43364 11.84486
H 19.86275 -13.32341 12.93767
C 16.25856 -8.36605 17.68090
C 15.66173 -9.66065 18.11095
C 16.73949 -10.53128 18.83261
S 18.34983 -9.56077 18.66129
O 19.09211 -9.88308 17.43912
O 19.06496 -9.71166 19.93485
C 17.46627 -8.00522 18.61393
H 15.53810 -7.55779 17.80643
H 16.69469 -8.51824 16.69361
H 15.17087 -10.16065 17.27600
H 14.83737 -9.56728 18.81793
H 16.72238 -11.55449 18.45731
H 16.55589 -10.44585 19.90364
H 18.08787 -7.16932 18.29302
H 17.18544 -7.76051 19.63831
C 13.69188 -11.01686 11.57135
C 14.89107 -11.99686 11.09634
C 15.79847 -11.13413 10.03314
S 15.75319 -9.37200 10.65769
O 15.39079 -8.49279 9.52524
O 16.92400 -9.11548 11.53385
C 14.31057 -9.63957 11.83535
H 13.24201 -11.39828 12.48800
H 12.89288 -10.97217 10.83128
H 14.49491 -12.94663 10.73703
H 15.55472 -12.20932 11.93452
H 15.31713 -11.19617 9.05715
H 16.82935 -11.42802 9.83563
H 13.43730 -8.99160 11.76022
H 14.70519 -9.58094 12.84972
C 19.33418 -15.91745 18.30976
C 18.02454 -15.16581 18.12721
C 18.17002 -14.47349 16.81469
S 19.93988 -14.10510 16.43011
O 20.23316 -12.65623 16.47725
O 20.18375 -14.85839 15.17699
C 20.50564 -15.03317 17.89437
H 19.32329 -16.78846 17.65453
H 19.51070 -16.31449 19.30941
H 17.95530 -14.41900 18.91815
H 17.12873 -15.78534 18.16966
H 17.64430 -13.52809 16.68076
H 17.87129 -15.28769 16.15443
H 20.66774 -14.25555 18.64079
H 21.47252 -15.50060 17.70790


2.
68
Properties=species:S:1:pos:R:3 method="wB97M-V/def2-TZVPD" spin_multiplicity=1 total_charge=+1 orbital_gap_ha=0.2780
C -1.33754 -0.84151 0.71820
C -1.15996 0.17191 0.09250
N -0.88636 1.41509 -0.39718
C -1.98093 2.40269 -0.23523
C -1.64080 3.45962 0.84378
C -1.81337 2.78489 2.22525
C -1.74598 3.78371 3.39390
C -1.23836 3.05766 4.66317
C -1.94235 1.71449 4.91238
C 0.26992 1.70960 -0.94814
N 1.22049 0.72003 -0.97992
C 1.12962 -0.32410 -2.04390
C 1.08851 -1.72308 -1.40596
S 1.81715 -2.99785 -2.47296
C 1.26903 -4.44918 -1.66231
N 0.89507 -5.56721 -2.15609
N 0.52593 -6.31795 -1.06858
C 0.68646 -5.64283 -0.01485
O 1.18021 -4.40497 -0.33903
N 0.60026 2.98941 -1.38909
C -0.08926 3.60508 -2.53956
C -0.20652 2.79178 -3.84235
N 1.06611 2.19321 -4.23897
N -0.51462 3.81806 -4.85943
N -1.31435 1.83875 -3.91215
H -1.73069 -1.74349 1.12799
H -2.83582 1.86803 0.16736
H -2.31830 2.83050 -1.17544
H -2.33776 4.29235 0.78375
H -0.59798 3.76301 0.80563
H -2.77106 2.26588 2.28062
H -1.02536 2.03951 2.36452
H -1.11393 4.64296 3.16809
H -2.75169 4.12968 3.64431
H -1.31493 3.70166 5.53730
H -0.17978 2.83527 4.49277
H -3.01381 1.74974 4.70889
H -1.79605 1.37855 5.93702
H -1.49452 0.94810 4.27810
H 2.13778 1.14649 -1.00591
H 0.28381 -0.20341 -2.71387
H 2.03625 -0.25610 -2.64709
H 0.04267 -1.98617 -1.25908
H 1.53115 -1.69867 -0.41246
H 0.47411 -5.87957 1.00756
H 0.81771 3.63566 -0.64400
H 0.48892 4.48761 -2.80770
H -1.08552 4.00146 -2.32415
H 1.73936 2.22370 -3.48337
H 0.91325 1.24068 -4.54176
H 0.25420 3.83018 -5.51700
H -1.30586 3.51874 -5.41973
H -1.38126 1.24094 -3.09256
H -2.18283 2.36578 -3.91257
C 5.15898 -3.45072 -0.37276
N 6.41691 -2.72617 -0.69965
O 6.32069 -1.71380 -1.36586
O 7.44556 -3.19696 -0.27598
H 4.33020 -2.91342 -0.81916
H 5.23873 -4.45255 -0.78472
H 5.06969 -3.48028 0.70945
C -2.35572 -5.75854 2.77978
N -1.98634 -4.55906 3.58212
O -2.27968 -3.46665 3.12616
O -1.41342 -4.75060 4.62607
H -2.85460 -5.42554 1.87712
H -1.43553 -6.28502 2.54677
H -3.01588 -6.37704 3.37996


3.
62
Properties=species:S:1:pos:R:3 method="wB97M-V/def2-TZVPD" spin_multiplicity=1 total_charge=-1 de_lowest_kcal_mol=16.2 orbital_gap_ha=0.2241
C 3.88796 1.60256 -1.84714
C 3.17234 0.53543 -0.95857
C 2.19329 -0.40810 -1.78003
N 2.38860 -1.77679 -1.28237
C 1.16522 -2.58815 -1.31415
N 0.01825 -2.01494 -0.60886
C 0.34441 -1.49827 0.73624
C -0.88491 -0.58518 1.16147
C -0.67495 0.88104 0.63161
C -1.50242 1.20912 -0.63343
O -2.90112 0.79515 -0.55312
C -3.19989 0.27898 -1.81714
C -3.04450 -1.24206 -1.96956
O -3.51056 1.01812 -2.69551
C 1.51180 -4.05359 -0.86628
O 2.68977 -4.42554 -0.74700
O 0.56413 -4.87972 -0.67123
H 3.15980 2.38764 -2.13935
H 4.29625 1.11401 -2.76075
H 4.73300 2.04773 -1.27490
H 3.95814 -0.13642 -0.54886
H 2.62106 0.99300 -0.10647
H 1.17777 -0.00136 -1.60714
H 2.38698 -0.29670 -2.88016
H 3.04232 -2.25408 -1.90054
H 0.86170 -2.68320 -2.39768
H -0.59892 -2.81726 -0.43700
H 0.49642 -2.30261 1.50305
H 1.23145 -0.84011 0.78293
H -1.05535 -0.62443 2.25598
H -1.75509 -1.03111 0.62834
H 0.40231 1.07982 0.43317
H -0.95824 1.61882 1.42145
H -1.00883 0.73421 -1.51276
H -1.52122 2.30836 -0.87267
H -1.95931 -1.43813 -2.12601
H -3.41926 -1.73687 -1.05223
H -3.60492 -1.65810 -2.82690
C 1.64491 -4.81838 4.46573
C 0.87142 -3.61026 4.00339
O 1.35775 -2.77720 3.26098
N -0.41261 -3.46711 4.44159
C -1.16506 -4.34004 5.31766
H 2.64125 -4.78798 4.03192
H 1.73879 -4.81451 5.55398
H 1.15110 -5.73312 4.13380
H -0.86461 -2.63691 4.08946
H -2.05653 -4.68415 4.78875
H -1.47576 -3.77159 6.19781
H -0.58076 -5.19922 5.63293
C -0.05853 6.65678 -1.61316
C -0.72334 5.31425 -1.79286
O -0.11022 4.26684 -1.67941
N -2.05158 5.29461 -2.09116
C -2.95018 6.41681 -2.26663
H 0.99264 6.50373 -1.38088
H -0.12898 7.24049 -2.53271
H -0.52030 7.20052 -0.78708
H -2.42497 4.36137 -2.19656
H -3.76147 6.33295 -1.54055
H -3.37305 6.37313 -3.27249
H -2.44338 7.36777 -2.13095


4.
61
Properties=species:S:1:pos:R:3 method="wB97M-V/def2-TZVPD" spin_multiplicity=1 total_charge=+1 de_lowest_kcal_mol=8.4 orbital_gap_ha=0.3179
C -1.71326 2.37415 0.12010
C -0.99347 2.13279 1.44216
H 0.08227 2.22830 1.29940
H -1.33087 2.88189 2.15614
C -1.29709 0.73846 2.02125
C -0.95871 -0.28251 0.98684
N -1.83384 -0.81620 0.18553
N -1.16681 -1.64234 -0.62748
C 0.12632 -1.62562 -0.32567
N 0.29718 -0.76420 0.70237
C 1.54588 -0.48424 1.36895
H 2.00925 -1.43923 1.63232
H 1.29402 0.07398 2.27404
C 2.52249 0.31509 0.48515
N 2.04613 1.67137 0.29871
C 1.98872 2.12919 -1.08335
C 3.37421 2.50331 -1.62519
O 3.97726 3.48398 -0.81453
C 4.10963 3.03841 0.51693
H 4.55771 3.86350 1.07090
C 2.74346 2.66837 1.10773
H 2.85395 2.29225 2.12553
H 2.11995 3.56665 1.12798
H 4.79015 2.17251 0.55408
H 3.29658 2.93783 -2.62249
H 4.01481 1.60701 -1.67160
H 1.53153 1.35650 -1.70506
H 1.35167 3.01780 -1.10324
H 3.49739 0.28104 0.98254
H 2.62684 -0.19318 -0.47768
S 1.39220 -2.50218 -1.10797
C 0.49334 -3.80057 -2.04031
H -0.06851 -4.39668 -1.32173
H 1.31200 -4.40265 -2.43341
C -0.40230 -3.30776 -3.17616
N -1.76254 -3.09511 -2.69881
H -2.20360 -3.98352 -2.47081
C -2.64344 -2.34434 -3.59145
C -4.05297 -2.35100 -2.97831
O -4.02235 -2.06146 -1.60513
H -3.89949 -1.11713 -1.45628
H -4.69822 -1.66255 -3.53361
H -4.47760 -3.35586 -3.05561
H -2.68192 -2.77055 -4.60068
H -2.25985 -1.32148 -3.66122
H -0.02230 -2.36246 -3.57400
H -0.36998 -4.04354 -3.99048
H -1.62527 -2.24970 -1.41651
N -0.55534 0.43619 3.24593
C -1.04006 -0.80464 3.83119
H -0.40566 -1.06715 4.67518
H -2.07726 -0.72435 4.18204
H -0.98955 -1.60859 3.09772
C -0.58899 1.50275 4.23302
H -0.03397 2.36355 3.86901
H -0.09969 1.14359 5.13592
H -1.61025 1.80848 4.49195
H -2.38910 0.66330 2.18063
H -2.77501 2.15965 0.21462
H -1.59954 3.41430 -0.17200
H -1.30612 1.75460 -0.67509


5.
59
Properties=species:S:1:pos:R:3 method="wB97M-V/def2-TZVPD" spin_multiplicity=3 total_charge=+4 s_squared=2.05 orbital_gap_ha="0.2347 / 0.2065"
P -3.40134 -0.58443 2.34926
C -3.62528 0.62580 3.73383
H -4.63622 0.57264 4.13533
H -3.42893 1.63211 3.35339
H -2.89391 0.41096 4.52307
C -5.15555 -0.75220 1.84600
H -5.26440 -1.62786 1.18309
H -5.46727 0.14356 1.28195
H -5.81100 -0.87863 2.72118
C -3.29305 -2.12390 3.35078
H -4.16849 -2.24058 3.99808
H -2.37941 -2.10129 3.96078
H -3.23189 -2.98194 2.67025
P 3.47930 -1.66553 0.31812
C 3.97980 -0.68950 1.76114
H 5.05187 -0.83680 1.91018
H 3.40505 -1.02497 2.62863
H 3.75252 0.36195 1.56337
C 4.02498 -3.34790 0.73570
H 3.87979 -4.00166 -0.13228
H 3.40711 -3.71881 1.56066
H 5.07932 -3.31773 1.02719
C 4.69592 -1.12637 -0.92298
H 5.68436 -1.15413 -0.44919
H 4.45052 -0.10523 -1.23521
H 4.65923 -1.78313 -1.79736
P -0.07567 3.23779 -1.86662
C 0.49988 4.37609 -0.61124
H 0.08713 5.35469 -0.90505
H 1.60433 4.40488 -0.62548
H 0.13395 4.07635 0.38363
C 0.26083 3.70822 -3.54522
H -0.29312 4.64634 -3.71543
H -0.08223 2.93088 -4.24681
H 1.34453 3.86633 -3.67406
C -1.81828 2.94288 -1.57662
H -2.32964 3.81577 -2.00279
H -2.00693 2.86034 -0.49272
H -2.15271 2.02923 -2.08973
W 0.29158 -1.53800 -0.92757
C 0.54657 -0.32639 0.68095
O 0.65590 0.52649 1.50895
C 0.78578 1.33365 -1.52018
O 1.97398 1.43287 -1.40932
C 1.03512 -1.28129 -2.81333
C -0.34544 -0.91584 -2.73976
C -1.28457 -1.81461 -2.16108
C -0.85509 -3.05364 -1.60545
C 0.51287 -3.41670 -1.65040
C 1.47026 -2.52502 -2.25661
H 1.75449 -0.60147 -3.27297
H -0.68877 0.04174 -3.11981
H -2.32966 -1.54449 -2.10800
H -1.57911 -3.68361 -1.11651
H 0.84270 -4.32995 -1.17049
H 2.52321 -2.78628 -2.28857
O -1.28071 2.82090 1.94550
H -0.59016 2.22022 2.29191
H -1.40403 3.50721 2.62592


6.
63
Properties=species:S:1:pos:R:3 method="wB97M-V/def2-TZVPD" spin_multiplicity=1 total_charge=+1 orbital_gap_ha=0.2388
O -2.04918 1.54526 -1.00738
C -2.03764 2.32171 -0.00438
I -3.80444 3.54196 0.29259
C -0.73355 2.25573 0.91676
N -0.46890 3.45378 1.76138
C 0.20875 3.34942 3.05757
C 0.32911 4.75424 3.67937
N -0.29849 5.63831 2.70310
C -0.72921 4.85529 1.58310
H 0.21346 2.09660 0.25468
H -0.82394 1.34238 1.60567
H 0.61656 2.42685 3.60520
H 0.78776 5.10445 4.66645
H -0.44858 6.65581 2.73008
H -1.26135 5.16971 0.61160
C -5.09915 -0.95904 1.46938
O -5.42435 -1.02480 0.09023
C -4.37452 -0.57473 -0.76823
C -3.73247 -1.74561 -1.51362
N -2.94749 -2.59207 -0.61284
C -2.56026 -3.88304 -1.18711
C -3.67653 -4.83855 -1.64209
O -4.44748 -5.39051 -0.57909
C -5.46622 -4.53739 -0.08209
H -6.01996 -1.10247 2.04127
H -4.40331 -1.75512 1.74727
H -4.67727 0.01676 1.73478
H -3.62527 0.01587 -0.23040
H -4.84000 0.08754 -1.50570
H -3.07857 -1.35740 -2.30035
H -4.54043 -2.31089 -1.98781
H -3.48665 -2.76951 0.22768
H -1.97093 -4.39891 -0.42135
H -1.88378 -3.70031 -2.02979
H -3.18843 -5.69344 -2.12136
H -4.32647 -4.40186 -2.40794
H -5.91510 -3.92280 -0.86623
H -5.07361 -3.91418 0.72249
H -6.24874 -5.16340 0.35220
C 6.79125 -0.11765 1.09086
O 6.78722 0.52100 -0.17723
C 6.55890 -0.37315 -1.26794
C 5.16689 -0.16536 -1.86693
N 4.11508 -0.63160 -0.96089
C 2.76855 -0.19223 -1.32907
C 2.49351 1.31971 -1.39919
O 2.51008 1.98178 -0.13325
C 3.80791 2.30227 0.34894
H 7.19090 0.58857 1.82386
H 5.77671 -0.38479 1.39941
H 7.42789 -1.00790 1.08814
H 6.72194 -1.42028 -0.98568
H 7.30156 -0.12507 -2.03295
H 5.09466 -0.71346 -2.81094
H 5.06246 0.90272 -2.08217
H 4.31227 -0.29534 -0.02461
H 2.08778 -0.62178 -0.58558
H 2.50482 -0.64581 -2.29088
H 1.47236 1.44073 -1.77764
H 3.13760 1.83793 -2.11677
H 4.49738 2.56826 -0.45511
H 4.20197 1.47596 0.94054
H 3.71695 3.15982 1.02000


7.
68
Properties=species:S:1:pos:R:3 method="wB97M-V/def2-TZVPD" spin_multiplicity=5 de_lowest_kcal_mol=33.6 s_squared=6.29 orbital_gap_ha="0.2516 / 0.2979"
Mn 0.68260 -0.39195 -0.36268
C 1.77218 -4.13249 -1.07254
C 1.02863 -3.57604 -2.27046
O 0.96669 -4.45180 -3.36459
P -0.65423 -3.05671 -1.80979
O -1.22411 -4.22328 -0.90059
O -1.62651 -3.08587 -3.05873
O -0.71053 -1.75372 -1.10568
P 1.82265 -1.99368 -2.80736
O 0.53175 -1.38573 -3.67336
O 2.92315 -2.24811 -3.75263
O 2.03219 -1.12407 -1.61145
H 1.30743 -5.05491 -0.72959
H 1.76370 -3.40315 -0.25821
H 2.80951 -4.31919 -1.35420
H 1.78433 -4.32092 -3.87513
H -2.08800 -4.01076 -0.54358
H -1.32398 -2.49863 -3.75414
H 0.89833 -1.03213 -4.48688
C 1.71154 2.89078 -0.29644
N 2.12539 1.69408 -1.01385
C 2.22794 1.98872 -2.43558
C 3.41105 1.23110 -0.48446
C 3.24185 0.46852 0.80977
C 4.33520 0.29791 1.64697
C 4.22627 -0.44730 2.80813
C 3.00637 -1.00383 3.14826
C 1.91029 -0.82600 2.31705
C 1.99459 -0.10400 1.11929
H 2.43013 3.70955 -0.44302
H 1.63627 2.65706 0.76590
H 0.73157 3.19754 -0.66039
H 2.93955 2.80502 -2.62873
H 1.24971 2.28390 -2.81630
H 2.56190 1.10248 -2.97410
H 4.10402 2.07914 -0.34701
H 3.85263 0.54688 -1.21499
H 5.28777 0.73618 1.37617
H 5.08521 -0.58154 3.44964
H 2.90775 -1.57720 4.06014
H 0.95536 -1.25637 2.61582
C -2.43963 2.92002 3.10972
Si -1.86484 2.91913 1.27000
C -0.82827 4.54514 1.13419
C -3.37824 3.24827 0.11147
As -1.01454 0.90242 0.26037
Si -2.83629 -0.54175 0.81780
C -2.15494 -2.14192 1.65065
C -4.20545 0.01961 2.05539
C -3.81552 -0.94389 -0.79770
H -3.10868 3.75183 3.30394
H -1.59142 3.02044 3.77859
H -2.96157 2.00891 3.36946
H -1.37315 5.36160 1.59738
H -0.64612 4.82943 0.10341
H 0.12945 4.46847 1.63761
H -3.84860 4.21179 0.27050
H -4.13103 2.47638 0.23232
H -3.03492 3.20282 -0.92067
H -2.09643 -2.02472 2.72915
H -1.15048 -2.36001 1.29221
H -2.77882 -3.01097 1.45671
H -3.84248 0.01562 3.07700
H -5.04284 -0.66914 2.01002
H -4.58281 1.01160 1.83961
H -3.19023 -0.76445 -1.66750
H -4.69191 -0.30815 -0.88940
H -4.14841 -1.97798 -0.84291